No. 1
{
  "formula": "C9H9N3O2",
  "method": "ωB97M-V/def2-TZVPD",
  "gap_ev": 9.08,
  "homo_energy_ev": -9.067,
  "smiles": "O=c1cc[nH]c(=O)[nH]1.c1ccncc1",
  "e_lumo_ev": 0.01,
  "relative_energy_kcal_mol": 72.2,
  "symbols": ["O", "C", "C", "C", "N", "C", "O", "N", "H", "H", "H", "H", "C", "C", "C", "N", "C", "C", "H", "H", "H", "H", "H"],
  "coordinates": [[3.739, -2.071, -0.078], [2.902, -1.155, -0.136], [1.427, -1.330, -0.240], [0.642, -0.262, -0.195], [1.104, 0.979, -0.110], [2.420, 1.258, -0.003], [2.802, 2.410, 0.073], [3.237, 0.152, 0.105], [0.977, -2.359, -0.258], [-0.440, -0.338, -0.220], [0.449, 1.785, -0.004], [4.214, 0.323, 0.243], [-2.844, 0.449, -0.797], [-1.926, 1.277, -0.149], [-1.182, 0.778, 0.947], [-1.275, -0.481, 1.302], [-2.110, -1.294, 0.587], [-2.881, -0.939, -0.521], [-3.529, 1.046, -1.524], [-1.730, 2.311, -0.444], [-0.384, 1.373, 1.510], [-2.064, -2.285, 0.997], [-3.550, -1.627, -1.083]],
  "atomic_forces_ev_per_a": [[-1.3, 1.8, -0.4], [-0.6, -2.7, 1.0], [0.9, -1.9, -0.1], [-0.5, -1.9, -1.7], [-0.5, 2.2, -0.3], [0.8, 1.0, 0.6], [0.5, -0.2, 0.0], [0.4, 0.6, -0.5], [0.8, 1.3, -0.1], [2.1, -0.6, -1.7], [1.5, -1.1, -0.6], [0.4, 0.3, 0.0], [-0.6, 1.4, -1.3], [0.4, 0.2, 1.2], [-1.3, 1.6, 1.1], [-2.5, -0.8, 1.1], [0.6, 0.1, 0.7], [-0.2, 1.2, 0.4], [1.2, -1.8, 1.0], [-0.6, -0.2, 0.0], [-1.9, -0.7, -0.6], [-0.3, -0.5, -0.3], [0.7, 0.5, 0.7]]
}

=====

No. 2
{
  "formula": "C9H9N3O5SW",
  "method": "ωB97M-V/def2-TZVPD",
  "gap_ev": 6.97,
  "homo_energy_ev": -7.832,
  "e_lumo_ev": -0.86,
  "relative_energy_kcal_mol": 0.0,
  "symbols": ["W", "O", "C", "C", "C", "N", "C", "C", "C", "O", "O", "C", "O", "O", "H", "H", "H", "N", "C", "N", "S", "H", "H", "H", "H", "C", "H", "H"],
  "coordinates": [[-0.722, 1.054, -0.224], [3.415, -3.473, -0.319], [2.549, -2.451, -0.231], [1.963, -2.063, 0.977], [1.087, -1.001, 0.948], [0.821, -0.371, -0.191], [1.343, -0.748, -1.355], [2.223, -1.799, -1.430], [0.723, -0.019, -2.534], [1.094, -0.212, -3.658], [-0.289, 0.745, -2.152], [0.261, -0.478, 2.106], [0.411, -0.898, 3.225], [-0.639, 0.382, 1.702], [3.554, -3.876, 0.546], [2.148, -2.564, 1.918], [2.618, -2.120, -2.382], [-2.652, 1.999, -0.729], [-2.760, 0.967, 0.268], [-3.415, 1.276, 1.478], [-2.715, -0.609, -0.454], [-2.904, 2.937, -0.448], [-3.016, 1.745, -1.641], [-3.009, 2.079, 1.945], [-3.321, 0.481, 2.097], [0.229, 2.650, 0.125], [1.035, 3.018, -0.511], [-0.029, 3.347, 0.925]],
  "atomic_forces_ev_per_a": [[-0.5, 0.4, -0.1], [0.0, 0.0, 0.0], [0.1, -0.1, -0.1], [-0.1, 0.2, -0.1], [0.2, -0.1, -0.1], [-0.1, -0.1, 0.0], [0.0, -0.3, -0.1], [0.0, 0.2, 0.2], [-0.1, -0.3, 0.1], [0.0, 0.2, 0.0], [0.1, -0.2, -0.2], [-0.1, -0.2, -0.1], [0.1, 0.1, 0.0], [0.1, -0.1, 0.4], [0.0, 0.0, 0.0], [0.0, 0.0, 0.0], [0.0, 0.0, 0.0], [0.0, -0.1, -0.4], [0.4, 0.2, 0.1], [-0.1, -0.1, -0.1], [-0.1, -0.2, 0.0], [0.1, 0.1, 0.0], [-0.1, 0.0, 0.0], [0.0, 0.0, 0.0], [-0.1, 0.0, 0.0], [0.3, 0.5, 0.3], [-0.1, 0.1, -0.1], [0.2, 0.0, 0.1]]
}

=====

No. 3
{
  "formula": "C9H9NO",
  "method": "ωB97M-V/def2-TZVPD",
  "gap_ev": 9.01,
  "homo_energy_ev": -9.310,
  "smiles": "O=C1CCCc2cccnc21",
  "e_lumo_ev": -0.30,
  "relative_energy_kcal_mol": 90.8,
  "symbols": ["O", "C", "C", "C", "C", "C", "C", "C", "C", "N", "C", "H", "H", "H", "H", "H", "H", "H", "H", "H"],
  "coordinates": [[1.423, 2.732, -0.264], [1.136, 1.540, 0.064], [2.297, 0.401, -0.241], [1.874, -0.858, 0.594], [0.737, -1.378, -0.086], [-0.449, -0.437, -0.149], [-1.749, -0.955, -0.285], [-2.826, -0.053, 0.006], [-2.706, 1.339, 0.169], [-1.384, 1.820, 0.259], [-0.313, 1.064, 0.110], [3.303, 0.990, -0.099], [2.393, 0.263, -1.268], [1.503, -0.455, 1.645], [2.760, -1.639, 0.799], [0.994, -1.662, -1.069], [0.416, -2.293, 0.442], [-1.904, -2.084, -0.707], [-3.973, -0.337, -0.462], [-3.533, 2.002, 0.540]],
  "atomic_forces_ev_per_a": [[-1.1, -4.0, 2.0], [1.8, 3.1, -4.2], [0.2, 2.8, 3.8], [4.0, 2.0, 2.9], [-2.9, -1.7, 0.0], [-0.8, 1.9, 1.1], [0.1, -0.2, -0.5], [-3.7, -0.4, -3.8], [3.6, -1.2, 1.7], [-1.2, 0.5, 0.0], [-1.1, -3.9, -0.1], [-1.8, -1.3, 0.7], [-0.7, -0.7, -2.0], [1.1, -0.9, -1.8], [-2.1, 1.7, -0.6], [0.3, -0.5, -1.4], [-0.2, 0.2, -0.4], [0.2, 3.0, 1.5], [3.2, 0.3, 2.1], [1.0, -0.6, -1.0]]
}

=====

No. 4
{
  "formula": "C9H9NO2",
  "method": "ωB97M-V/def2-TZVPD",
  "gap_ev": 9.95,
  "homo_energy_ev": -9.134,
  "smiles": "O[C@@H]1ON=C[C@H]1c1ccccc1",
  "e_lumo_ev": 0.81,
  "relative_energy_kcal_mol": 94.6,
  "symbols": ["O", "C", "O", "N", "C", "C", "C", "C", "C", "C", "C", "C", "H", "H", "H", "H", "H", "H", "H", "H", "H"],
  "coordinates": [[-2.910, -1.316, 0.751], [-2.114, -0.223, 0.835], [-2.904, 0.899, 1.193], [-2.543, 1.977, 0.356], [-1.676, 1.755, -0.522], [-1.121, 0.365, -0.548], [0.340, 0.023, -0.300], [1.072, 0.254, 0.896], [2.403, -0.021, 0.995], [3.056, -0.675, -0.016], [2.339, -1.000, -1.224], [1.015, -0.553, -1.381], [-3.781, -1.026, 0.541], [-1.247, -0.384, 1.505], [-1.448, 2.544, -1.093], [-1.461, -0.181, -1.411], [0.659, 0.648, 1.764], [2.755, 0.299, 2.033], [4.163, -0.947, 0.039], [2.792, -1.588, -2.123], [0.609, -0.849, -2.289]],
  "atomic_forces_ev_per_a": [[1.1, -0.9, 0.0], [2.8, 1.4, -1.2], [1.4, 0.2, -1.3], [-1.7, 1.3, 1.3], [0.0, -4.0, 2.5], [-1.8, -1.4, 2.4], [0.0, 0.7, -0.2], [-1.3, -0.3, -2.5], [0.4, 0.3, 2.2], [1.7, -1.3, -2.2], [0.9, 0.2, 0.1], [2.1, -0.7, 2.2], [-1.2, 0.4, -0.4], [-1.1, -0.3, 0.4], [1.0, 2.7, -2.3], [-0.1, -0.1, -0.6], [-1.2, 0.9, 1.1], [0.5, -0.8, -1.8], [-1.7, 0.4, 0.1], [-0.5, 1.2, 2.0], [-1.4, 0.0, -1.4]]
}

=====

No. 5
{
  "formula": "C9H9NO2S",
  "method": "ωB97M-V/def2-TZVPD",
  "gap_ev": 7.47,
  "homo_energy_ev": -8.508,
  "smiles": "C=CCC1=CC=CC=C([N+](=O)[O-])S1",
  "e_lumo_ev": -1.04,
  "relative_energy_kcal_mol": 154.9,
  "symbols": ["C", "C", "C", "C", "C", "C", "C", "C", "C", "N", "O", "O", "S", "H", "H", "H", "H", "H", "H", "H", "H", "H"],
  "coordinates": [[1.599, 2.558, -0.599], [1.333, 1.704, 0.374], [1.660, 0.295, 0.051], [0.417, -0.459, -0.199], [-0.343, -1.378, 0.398], [-1.558, -2.032, -0.016], [-2.755, -1.642, -0.448], [-3.288, -0.393, -0.976], [-2.605, 0.579, -1.588], [-3.090, 1.754, -2.198], [-4.288, 1.879, -2.250], [-2.319, 2.660, -2.427], [-0.680, 0.410, -1.720], [1.425, 3.579, -0.649], [2.234, 2.112, -1.404], [0.654, 1.902, 1.284], [2.432, 0.198, -0.739], [2.228, -0.361, 0.992], [-0.003, -2.055, 1.194], [-1.309, -3.060, 0.279], [-3.601, -2.379, -0.524], [-4.239, -0.085, -0.747]],
  "atomic_forces_ev_per_a": [[1.8, -1.7, -0.4], [-1.3, 0.6, 1.0], [2.1, -3.1, 3.0], [-3.7, 0.7, -1.4], [1.6, 0.0, 0.2], [-0.1, -0.6, 0.1], [-1.8, -0.8, -0.8], [2.3, 1.4, 0.2], [4.9, -2.9, 0.7], [-0.3, 1.9, 1.6], [-1.4, -0.5, -0.6], [0.6, -0.2, -0.7], [-0.2, -0.3, -0.1], [-0.6, 1.7, 0.1], [-0.8, 0.8, 0.4], [1.3, -0.2, -1.5], [-0.8, 0.2, 0.1], [-1.6, 1.9, -2.2], [1.0, 1.1, 0.2], [-1.5, -0.1, -0.5], [1.2, 0.2, 0.3], [-2.8, -0.1, 0.2]]
}

=====

No. 6
{
  "formula": "C9H9NO3",
  "method": "ωB97M-V/def2-TZVPD",
  "gap_ev": 8.83,
  "homo_energy_ev": -8.587,
  "smiles": "C#Cc1ncc(CO)c(CO)c1O",
  "e_lumo_ev": 0.24,
  "relative_energy_kcal_mol": 69.8,
  "symbols": ["C", "C", "C", "N", "C", "C", "C", "O", "C", "C", "O", "C", "O", "H", "H", "H", "H", "H", "H", "H", "H", "H"],
  "coordinates": [[-0.212, 4.594, -0.245], [-0.384, 3.382, -0.153], [-0.575, 1.935, 0.000], [-1.782, 1.489, 0.326], [-1.885, 0.171, 0.152], [-0.811, -0.768, -0.048], [-1.157, -2.196, -0.062], [-1.030, -2.805, 1.224], [0.489, -0.350, -0.241], [1.753, -1.181, -0.640], [2.344, -1.232, 0.638], [0.514, 1.081, -0.160], [1.804, 1.513, -0.141], [-0.086, 5.622, -0.115], [-2.908, -0.179, 0.238], [-0.502, -2.732, -0.703], [-2.127, -2.248, -0.528], [-1.451, -2.118, 1.802], [1.528, -2.178, -0.824], [2.254, -0.759, -1.426], [1.803, -1.824, 1.172], [2.422, 0.784, -0.264]],
  "atomic_forces_ev_per_a": [[-0.6, -3.7, 0.5], [0.5, 1.9, 0.3], [1.4, 1.6, 0.3], [0.0, -1.4, -1.7], [0.3, -0.3, 1.2], [-0.8, 0.5, -0.3], [-0.1, -0.3, -0.2], [-1.0, 1.5, 0.5], [-2.3, 1.9, -1.6], [-4.3, 0.5, 4.2], [2.5, 0.1, 0.6], [3.0, -2.1, 0.0], [-0.1, 2.0, -0.5], [0.1, 0.9, -0.2], [0.1, -0.5, 0.2], [0.6, -0.6, -0.6], [-0.9, -0.6, 0.3], [0.6, -1.2, -0.2], [-0.8, -1.6, -1.3], [1.9, 1.2, -1.5], [0.0, 0.1, 0.0], [-0.2, 0.2, 0.3]]
}

=====

No. 7
{
  "formula": "C9H9NO3S",
  "method": "ωB97M-V/def2-TZVPD",
  "gap_ev": [7.42, 6.48],
  "homo_energy_ev": [-6.818, -9.877],
  "e_lumo_ev": [0.60, -3.40],
  "s2": 2.018,
  "multiplicity": 3,
  "relative_energy_kcal_mol": 62.4,
  "symbols": ["C", "C", "C", "C", "C", "C", "C", "C", "C", "N", "O", "O", "O", "S", "H", "H", "H", "H", "H", "H", "H", "H", "H"],
  "coordinates": [[4.186, 0.147, 0.068], [3.537, -1.078, 0.229], [3.510, 1.347, -0.123], [2.173, -1.121, 0.259], [2.128, 1.250, -0.452], [1.518, 0.067, -0.064], [-4.276, -1.492, -0.085], [-4.717, -0.239, -0.241], [-3.872, 0.744, 0.229], [-3.173, 1.624, 0.473], [-0.679, 0.640, -1.373], [-0.578, 1.290, 0.945], [-0.825, -1.107, 0.246], [-0.234, 0.139, -0.102], [5.296, 0.310, 0.107], [4.073, -1.955, 0.319], [4.166, 2.179, -0.261], [1.510, -2.059, 0.486], [1.380, 1.878, -0.794], [-4.672, -2.432, -0.477], [-3.373, -1.733, 0.310], [-5.622, -0.057, -0.662], [-1.455, 1.658, 0.961]],
  "atomic_forces_ev_per_a": [[1.1, 0.8, 0.5], [0.0, 1.3, -0.2], [-1.2, -1.0, -1.8], [-2.4, -1.1, 0.4], [1.8, -1.6, 2.3], [-0.3, -0.3, 0.1], [0.7, -8.7, -0.1], [0.8, 6.2, 0.8], [-2.7, -1.1, -1.6], [1.4, 1.7, 1.0], [0.6, 0.3, -0.3], [3.1, -1.2, 0.7], [0.2, -0.8, 1.2], [-2.1, 1.0, -1.4], [-1.1, -0.9, 0.1], [1.2, -1.7, 0.3], [-0.3, 0.8, -0.1], [1.6, 1.9, -0.4], [-0.4, 2.4, -0.7], [-0.7, 0.8, -0.3], [2.6, 0.0, 1.4], [-2.4, 1.1, -1.0], [-1.5, 0.1, -0.7]]
}

=====

No. 8
{
  "formula": "C9H9NOS2",
  "method": "ωB97M-V/def2-TZVPD",
  "gap_ev": 8.18,
  "homo_energy_ev": -7.905,
  "smiles": "CCOc1ccc2[nH]c(=S)sc2c1",
  "e_lumo_ev": 0.27,
  "relative_energy_kcal_mol": 23.4,
  "symbols": ["C", "C", "O", "C", "C", "C", "C", "N", "C", "S", "S", "C", "C", "H", "H", "H", "H", "H", "H", "H", "H", "H"],
  "coordinates": [[2.569, -1.170, -1.346], [1.458, -2.278, -1.246], [0.725, -2.229, 0.002], [0.121, -1.059, 0.279], [-0.230, -0.933, 1.595], [-1.028, 0.172, 1.973], [-1.591, 1.136, 1.111], [-2.126, 2.401, 1.227], [-2.244, 3.192, 0.077], [-2.721, 4.757, 0.018], [-1.412, 2.368, -1.127], [-0.972, 1.009, -0.196], [-0.225, -0.110, -0.630], [3.324, -1.227, -2.257], [1.924, -0.261, -1.054], [3.343, -1.345, -0.559], [1.996, -3.235, -1.491], [0.672, -2.006, -1.903], [0.048, -1.979, 2.057], [-1.241, 0.227, 3.101], [-2.572, 2.687, 2.056], [0.180, -0.116, -1.686]],
  "atomic_forces_ev_per_a": [[0.4, -0.2, 0.9], [1.7, 0.6, -0.3], [2.0, -1.1, -0.5], [-0.1, -0.6, -0.1], [-0.9, -0.9, 0.5], [-0.9, -0.6, 3.7], [4.1, -1.3, -2.4], [-0.9, 0.0, -0.6], [0.9, -0.4, 2.5], [-0.5, 0.0, 0.0], [0.6, 0.1, -2.6], [-1.2, -1.2, 0.9], [-0.2, 2.3, -2.1], [-2.5, 0.6, 1.2], [2.4, -0.6, -1.2], [-0.9, 0.2, 0.0], [-1.5, 0.4, 0.8], [-0.3, -0.5, -1.7], [-0.8, 2.8, 0.4], [0.1, 0.0, -1.8], [-0.6, 0.6, 1.0], [-0.9, 0.1, 1.4]]
}

=====

> Number 8 is which compound?

C9H9NOS2